Entry 1:
The following is a DFT calculation (wB97M-V/def2-TZVPD) of a cluster of 6 separate species, C15H43FO6PS5 in total.

Properties
HOMO level = -0.3660 Ha
charge = +1
lowest unoccupied orbital energy = -3.19 eV
Kohn-Sham gap = 6.77 eV
strongest force on any atom = 0.449 eV/A

The geometry in XYZ format:
```
71
C15H43FO6PS5 wB97M-V/def2-TZVPD
C 5.11 2.37 -2.04
C 3.73 1.70 -2.18
C 2.90 2.33 -3.27
O 1.44 2.19 -2.95
P 0.49 3.40 -2.93
C -1.06 2.96 -2.07
C -1.23 1.46 -1.92
F -1.01 3.61 -0.85
H 5.30 3.09 -2.84
H 5.19 2.89 -1.09
H 5.91 1.64 -2.05
H 3.85 0.64 -2.39
H 3.17 1.78 -1.24
H 3.12 3.39 -3.39
H 3.01 1.83 -4.23
H 1.08 4.49 -2.29
H 0.18 3.82 -4.23
H -1.88 3.38 -2.66
H -2.27 1.24 -1.71
H -0.96 0.94 -2.85
H -0.62 1.07 -1.11
C 9.84 1.02 0.09
S 8.59 2.22 0.52
O 7.27 1.60 0.19
C 8.96 3.38 -0.80
H 9.74 0.19 0.78
H 9.68 0.68 -0.93
H 10.83 1.47 0.20
H 8.86 2.88 -1.76
H 9.97 3.77 -0.66
H 8.24 4.20 -0.73
C -0.92 1.28 1.73
S 0.02 -0.24 1.68
O -0.35 -0.88 0.38
C -0.86 -1.09 2.98
H -0.55 1.91 0.93
H -1.98 1.07 1.58
H -0.77 1.78 2.68
H -1.92 -1.16 2.75
H -0.71 -0.55 3.92
H -0.44 -2.09 3.07
C -5.73 3.69 0.99
S -4.10 3.26 1.61
O -4.29 2.83 3.02
C -3.46 4.94 1.67
H -6.31 2.77 0.94
H -6.21 4.39 1.67
H -5.64 4.12 -0.01
H -4.11 5.55 2.30
H -3.41 5.34 0.66
H -2.46 4.89 2.10
C -5.53 -4.13 3.42
S -3.86 -4.29 4.07
O -3.37 -2.90 4.29
C -3.11 -4.90 2.57
H -6.15 -3.72 4.21
H -5.51 -3.46 2.56
H -5.89 -5.12 3.13
H -3.27 -4.17 1.77
H -3.54 -5.86 2.30
H -2.05 -5.02 2.75
C -3.74 -5.80 -1.48
S -3.60 -7.36 -0.61
O -2.75 -7.10 0.59
C -2.53 -8.16 -1.81
H -4.34 -5.13 -0.86
H -2.75 -5.38 -1.63
H -4.24 -5.96 -2.44
H -1.63 -7.57 -1.93
H -3.07 -8.27 -2.75
H -2.29 -9.15 -1.42
```

What are the Mulliken partial charges on each atom? They are as follows, in elementary charge units:
1 C -1.21
2 C -0.10
3 C -0.80
4 O -0.16
5 P 0.26
6 C 0.42
7 C -1.26
8 F -0.22
9 H 0.42
10 H 0.29
11 H 0.30
12 H 0.32
13 H 0.23
14 H 0.51
15 H 0.28
16 H 0.17
17 H 0.15
18 H 0.36
19 H 0.36
20 H 0.38
21 H 0.28
22 C -0.91
23 S 0.45
24 O -0.57
25 C -0.91
26 H 0.32
27 H 0.29
28 H 0.37
29 H 0.28
30 H 0.39
31 H 0.30
32 C -0.80
33 S 0.47
34 O -0.62
35 C -0.90
36 H 0.11
37 H 0.26
38 H 0.52
39 H 0.24
40 H 0.38
41 H 0.36
42 C -1.05
43 S 0.67
44 O -0.64
45 C -1.02
46 H 0.31
47 H 0.34
48 H 0.34
49 H 0.42
50 H 0.33
51 H 0.28
52 C -0.91
53 S 0.44
54 O -0.59
55 C -0.89
56 H 0.32
57 H 0.27
58 H 0.36
59 H 0.25
60 H 0.40
61 H 0.34
62 C -0.92
63 S 0.49
64 O -0.58
65 C -0.97
66 H 0.28
67 H 0.29
68 H 0.41
69 H 0.31
70 H 0.38
71 H 0.33



Entry 2:
The following is a DFT calculation (wB97M-V/def2-TZVPD) of a cluster of 6 separate species, C15H43INO6 in total.

Properties
HOMO level = -0.4456 Ha
charge = +1
lowest unoccupied orbital energy = -2.55 eV
Kohn-Sham gap = 9.58 eV
strongest force on any atom = 0.587 eV/A

The geometry in XYZ format:
```
66
C15H43INO6 wB97M-V/def2-TZVPD
O 0.58 -1.91 -0.44
C 1.21 -0.65 -0.61
C 0.20 0.45 -0.73
N -0.85 0.16 -1.77
C -2.16 0.85 -1.51
C -3.05 0.10 -0.55
C -3.83 -1.03 -1.17
I -2.67 -2.76 -1.62
H 0.75 -2.47 -1.20
H 1.92 -0.65 -1.42
H 1.80 -0.44 0.29
H -0.31 0.65 0.21
H 0.71 1.37 -1.03
H -0.98 -0.86 -1.87
H -0.49 0.51 -2.66
H -1.90 1.83 -1.12
H -2.67 1.00 -2.46
H -3.78 0.82 -0.18
H -2.49 -0.23 0.33
H -4.60 -1.37 -0.49
H -4.34 -0.71 -2.08
C -5.35 3.60 3.07
C -4.13 3.62 2.17
O -4.22 2.63 1.13
H -5.48 2.62 3.52
H -5.25 4.34 3.87
H -6.25 3.84 2.50
H -3.24 3.37 2.73
H -3.99 4.61 1.73
H -5.01 2.83 0.61
C 6.15 1.21 -1.69
C 4.75 1.00 -1.17
O 3.94 0.25 -2.09
H 6.13 1.73 -2.65
H 6.74 1.80 -0.99
H 6.66 0.26 -1.84
H 4.24 1.95 -1.04
H 4.78 0.49 -0.20
H 4.37 -0.60 -2.23
C 2.09 -2.82 3.50
C 3.17 -2.94 2.44
O 2.93 -4.02 1.55
H 2.03 -3.74 4.08
H 2.30 -1.99 4.18
H 1.12 -2.65 3.04
H 4.14 -3.12 2.90
H 3.25 -2.00 1.87
H 2.08 -3.86 1.13
C 7.25 -1.00 3.79
C 6.92 -1.30 2.34
O 6.15 -0.26 1.73
H 6.34 -0.84 4.36
H 7.81 -1.82 4.24
H 7.86 -0.10 3.87
H 6.31 -2.20 2.27
H 7.84 -1.48 1.76
H 6.68 0.55 1.77
C -7.12 -0.06 -4.92
C -7.46 0.06 -3.44
O -6.34 0.47 -2.66
H -6.31 -0.77 -5.07
H -7.99 -0.41 -5.49
H -6.82 0.91 -5.32
H -7.76 -0.91 -3.04
H -8.29 0.75 -3.29
H -6.07 1.34 -2.98
```

What are the natural (NBO) partial charges on each atom? They are as follows, in elementary charge units:
1 O -0.72
2 C -0.11
3 C -0.24
4 N -0.54
5 C -0.21
6 C -0.48
7 C -0.50
8 I 0.08
9 H 0.48
10 H 0.22
11 H 0.21
12 H 0.23
13 H 0.23
14 H 0.45
15 H 0.43
16 H 0.23
17 H 0.22
18 H 0.28
19 H 0.23
20 H 0.25
21 H 0.25
22 C -0.64
23 C -0.06
24 O -0.75
25 H 0.22
26 H 0.23
27 H 0.20
28 H 0.18
29 H 0.16
30 H 0.47
31 C -0.63
32 C -0.07
33 O -0.75
34 H 0.22
35 H 0.22
36 H 0.21
37 H 0.17
38 H 0.19
39 H 0.47
40 C -0.64
41 C -0.06
42 O -0.72
43 H 0.22
44 H 0.21
45 H 0.19
46 H 0.18
47 H 0.15
48 H 0.46
49 C -0.64
50 C -0.06
51 O -0.74
52 H 0.21
53 H 0.22
54 H 0.20
55 H 0.18
56 H 0.16
57 H 0.46
58 C -0.64
59 C -0.06
60 O -0.74
61 H 0.21
62 H 0.23
63 H 0.20
64 H 0.18
65 H 0.17
66 H 0.46



Number 1: molecular weight 529.81 g/mol. Number 2: molecular weight 460.41 g/mol.